Density functional theory data (the ωB97M-V functional and the def2-TZVPD basis) for a 2-piece molecular cluster, C24H25NO4 overall.

LUMO (eV): -2.341
Kohn-Sham gap (eV): 3.22
ΔE to the lowest compared entry with this formula, charge and spin (kJ/mol): 389.2
Charge: 0
HOMO (eV): -5.6

Last column: Mulliken charge in e.
CARTESIAN COORDINATES (ANGSTROEM)
C 1.4177 2.4378 -2.7570  -1.133
C 0.6102 1.1704 -2.8243  0.735
C -0.8304 1.2201 -2.8799  0.347
C -1.5460 -0.0788 -2.9859  -0.225
C -3.0367 0.0598 -3.2787  -0.703
C -3.5569 1.2116 -2.4608  -0.379
O -2.9332 2.4493 -2.9162  -0.392
C -1.5735 2.4975 -2.9744  0.247
O -1.0465 3.6042 -3.1022  -0.749
O 1.2018 0.0724 -2.8214  -0.768
H 0.7586 3.3120 -2.6875  0.307
H 2.1034 2.3704 -1.9009  0.249
H 2.0237 2.5099 -3.6709  0.270
H -1.0796 -0.6956 -3.7657  0.275
H -1.4195 -0.6170 -2.0317  -0.154
H -3.1779 0.2297 -4.3536  0.300
H -3.5619 -0.8593 -3.0101  0.362
H -4.6308 1.3668 -2.5897  0.304
H -3.3224 1.0625 -1.3946  0.233
C 3.4664 -4.9329 -1.5660  -0.798
O 4.2058 -3.8300 -0.9879  -0.450
C 3.4762 -2.7738 -0.5375  0.859
C 2.0568 -2.7568 -0.5411  -0.307
C 1.3915 -1.6559 -0.0379  -0.514
C 2.0882 -0.5335 0.4716  0.543
C 1.3967 0.5610 1.0787  -0.510
C 0.2853 0.3831 1.8991  1.077
C -0.5352 1.4374 2.4900  0.146
C -0.5302 2.8176 2.3697  -0.322
C -1.4488 3.5630 3.1316  -0.773
C -2.3490 2.9284 4.0093  -0.623
C -2.3520 1.5277 4.1478  -0.868
C -1.4501 0.8141 3.3686  0.307
N -1.2174 -0.5718 3.3117  0.173
C -1.8899 -1.5952 4.0904  -0.904
C -0.2149 -0.8342 2.4344  -0.633
C 3.5105 -0.5461 0.3951  -0.550
C 4.1951 -1.6488 -0.0552  -0.791
H 4.2374 -5.6381 -1.8767  0.243
H 2.7995 -5.3950 -0.8210  0.322
H 2.8767 -4.5971 -2.4340  0.352
H 1.4931 -3.6097 -0.9322  0.328
H 0.3014 -1.6564 -0.0385  0.353
H 1.8591 1.5474 1.0654  0.375
H 0.1811 3.2797 1.6859  0.394
H -1.4656 4.6516 3.0434  0.398
H -3.0507 3.5331 4.5859  0.386
H -3.0232 1.0033 4.8273  0.258
H -2.6314 -1.1207 4.7365  0.294
H -2.3845 -2.3200 3.4291  0.327
H -1.1656 -2.1496 4.7042  0.335
H 0.1507 -1.8414 2.2728  0.622
H 4.0536 0.3281 0.7531  0.400
H 5.2834 -1.6921 -0.0675  0.426

Atoms 1-2, force components in eV/Å:
C 0.2135 0.3860 0.0862
C -1.4245 -0.0638 -0.0346

Density functional theory data (the ωB97M-V functional and the def2-TZVPD basis) for C24H26AgN4O4PS2 as an isolated structure.

LUMO (eV): 4.559
Kohn-Sham gap (eV): 5.95
ΔE to the lowest compared entry with this formula, charge and spin (kJ/mol): 0.0
Charge: -2
HOMO (eV): -1.4

Last column: Mulliken charge in e.
CARTESIAN COORDINATES (ANGSTROEM)
Ag 0.4572 0.3581 -0.1649  0.071
O 1.4220 -3.4180 2.0247  -0.879
C 1.1220 -2.3131 1.5154  -0.015
N 1.2344 -1.8562 0.2885  0.021
C 1.7393 -2.5818 -0.7859  -0.174
C 2.2002 -3.9020 -0.6879  -0.300
C 2.6968 -4.5906 -1.7901  -0.601
C 2.7452 -3.9696 -3.0238  -0.587
C 2.2939 -2.6601 -3.1594  -0.342
C 1.7861 -1.9345 -2.0731  -0.252
N 1.3466 -0.6132 -2.1556  0.032
C 1.3020 0.0867 -3.2673  0.156
O 1.5751 -0.2120 -4.4523  -0.873
C 0.8351 1.5372 -3.0582  0.398
C 0.7049 2.3478 -4.1862  -0.426
C 0.3053 3.6616 -4.0359  -0.310
C 0.0479 4.1462 -2.7611  -0.795
C 0.1993 3.2811 -1.6915  -0.347
N 0.5839 2.0122 -1.8354  0.088
C 0.5069 -1.2977 2.4901  0.467
C 0.2967 -1.6938 3.8098  -0.393
C -0.2782 -0.8075 4.7023  -0.366
C -0.6319 0.4607 4.2636  -0.725
C -0.3876 0.7826 2.9391  -0.609
N 0.1671 -0.0732 2.0796  0.126
H 2.1579 -4.3729 0.2812  0.453
H 3.0416 -5.6135 -1.6713  0.327
H 3.1305 -4.4941 -3.8930  0.331
H 2.3235 -2.1684 -4.1183  0.447
H 0.9264 1.9050 -5.1461  0.419
H 0.1917 4.3049 -4.9017  0.370
H -0.2788 5.1642 -2.5933  0.401
H -0.0144 3.6016 -0.6789  0.647
H 0.5883 -2.6978 4.0813  0.427
H -0.4548 -1.1020 5.7313  0.367
H -1.0973 1.1892 4.9141  0.492
H -0.6640 1.7536 2.5438  0.737
C -5.5210 3.0420 -0.9359  -1.167
C -5.0525 4.1799 -0.0407  0.505
C -4.0324 5.0700 -0.7369  -1.404
O -4.6261 3.6589 1.2254  -0.361
P -3.0891 3.2563 1.6406  0.739
S -2.0651 4.8376 2.2220  -0.600
S -2.2853 2.0721 0.2771  -0.353
O -3.4520 2.4795 3.0155  -0.520
C -4.4092 1.4413 3.2476  0.707
C -4.5498 0.4266 2.1260  -1.231
C -5.7464 2.0618 3.6293  -1.360
H -5.9631 3.4428 -1.8525  0.475
H -6.2735 2.4404 -0.4212  0.265
H -4.6755 2.4039 -1.1914  0.162
H -5.9179 4.7987 0.2195  0.193
H -3.1711 4.4859 -1.0632  0.228
H -3.6825 5.8560 -0.0693  0.341
H -4.5090 5.5200 -1.6124  0.483
H -4.0063 0.9207 4.1217  0.300
H -4.9684 0.8809 1.2274  0.147
H -5.2208 -0.3679 2.4659  0.478
H -3.5856 -0.0049 1.8641  0.255
H -6.1863 2.5648 2.7686  0.160
H -5.6030 2.7961 4.4234  0.324
H -6.4318 1.2865 3.9831  0.452

Atoms 1-2, force components in eV/Å:
Ag 0.0640 0.1043 -0.0831
O -0.0133 0.0220 0.0205

Density functional theory data (the ωB97M-V functional and the def2-TZVPD basis) for C24H26AuBrF4N3P as an isolated structure.

LUMO (eV): -14.368
Kohn-Sham gap (eV): 6.00
ΔE to the lowest compared entry with this formula, charge and spin (kJ/mol): 48.4
Charge: +4
HOMO (eV): -20.4

Last column: Mulliken charge in e.
CARTESIAN COORDINATES (ANGSTROEM)
Au 1.2329 0.2697 -0.2048  0.793
F 3.7343 -6.2007 0.5260  -0.187
C 2.9232 -5.1903 0.5336  0.645
C 1.5884 -5.3562 0.8928  0.227
F 1.1370 -6.5312 1.2287  -0.200
C 0.7321 -4.2598 0.8944  0.591
F -0.5346 -4.4321 1.2334  -0.299
C 1.1738 -2.9900 0.5455  -0.475
P -0.0029 -1.6473 0.5028  0.185
C -0.5741 -1.2986 2.1216  1.287
C 0.2331 -1.6554 3.2222  -0.623
C -0.2203 -1.4106 4.5021  -0.813
C -1.4578 -0.7984 4.6968  -0.583
C -2.2495 -0.4151 3.6095  -0.912
C -1.8148 -0.6516 2.3230  -0.323
C -1.2651 -1.9226 -0.7010  1.080
C -2.5021 -2.4658 -0.3171  -0.380
C -3.4092 -2.8242 -1.3005  -0.850
C -3.1011 -2.6377 -2.6432  -0.557
C -1.8724 -2.0984 -3.0262  -0.907
C -0.9500 -1.7442 -2.0614  -0.256
C 2.5152 -2.8691 0.1922  0.117
Br 3.2397 -1.1590 -0.2891  0.034
C 3.3957 -3.9187 0.1798  0.427
F 4.6550 -3.7401 -0.1560  -0.263
H 1.1833 -2.1553 3.0803  0.442
H 0.3774 -1.7138 5.3515  0.487
H -1.8169 -0.6291 5.7044  0.475
H -3.2182 0.0373 3.7758  0.497
H -2.4632 -0.4058 1.4899  0.495
H -2.7378 -2.6504 0.7225  0.550
H -4.3561 -3.2641 -1.0162  0.493
H -3.8172 -2.9292 -3.4010  0.476
H -1.6353 -1.9799 -4.0752  0.503
H 0.0244 -1.3721 -2.3667  0.455
N 0.5140 5.1373 0.6483  -0.255
C 0.2234 4.8130 -0.8240  0.317
C 1.4937 4.4186 -1.5975  -1.453
C 1.6974 2.9446 -1.9734  0.313
N 2.3563 2.0948 -0.9018  -0.667
C 0.3983 2.3115 -2.4513  -1.518
C -0.7356 2.4110 -1.4410  0.414
N -0.5720 1.3982 -0.3048  -0.575
C -0.9786 3.8659 -1.0059  -1.510
H 1.2205 5.8807 0.7109  0.413
H 0.8488 4.3566 1.2137  0.253
H -0.3257 5.5109 1.1060  0.407
H -0.0853 5.7932 -1.1858  0.407
H 2.3913 4.8424 -1.1372  0.415
H 1.4221 4.9398 -2.5557  0.498
H 2.3920 2.9468 -2.8131  0.467
H 2.6344 2.6600 -0.1016  0.280
H 3.2486 1.7765 -1.2786  0.416
H 0.5558 1.2732 -2.7570  0.255
H 0.0835 2.8319 -3.3596  0.604
H -1.6528 2.0904 -1.9346  0.387
H -1.2959 0.6868 -0.4299  0.140
H -0.7626 1.8067 0.6098  0.416
H -1.6763 3.9281 -0.1652  0.428
H -1.5418 4.2909 -1.8410  0.516

Atoms 1-2, force components in eV/Å:
Au -0.0048 -0.0645 -0.3355
F 0.0024 -0.0126 0.0033

Please write out number 2 again, unchanged.
Density functional theory data (the ωB97M-V functional and the def2-TZVPD basis) for C24H26AgN4O4PS2 as an isolated structure.

LUMO (eV): 4.559
Kohn-Sham gap (eV): 5.95
ΔE to the lowest compared entry with this formula, charge and spin (kJ/mol): 0.0
Charge: -2
HOMO (eV): -1.4

Last column: Mulliken charge in e.
CARTESIAN COORDINATES (ANGSTROEM)
Ag 0.4572 0.3581 -0.1649  0.071
O 1.4220 -3.4180 2.0247  -0.879
C 1.1220 -2.3131 1.5154  -0.015
N 1.2344 -1.8562 0.2885  0.021
C 1.7393 -2.5818 -0.7859  -0.174
C 2.2002 -3.9020 -0.6879  -0.300
C 2.6968 -4.5906 -1.7901  -0.601
C 2.7452 -3.9696 -3.0238  -0.587
C 2.2939 -2.6601 -3.1594  -0.342
C 1.7861 -1.9345 -2.0731  -0.252
N 1.3466 -0.6132 -2.1556  0.032
C 1.3020 0.0867 -3.2673  0.156
O 1.5751 -0.2120 -4.4523  -0.873
C 0.8351 1.5372 -3.0582  0.398
C 0.7049 2.3478 -4.1862  -0.426
C 0.3053 3.6616 -4.0359  -0.310
C 0.0479 4.1462 -2.7611  -0.795
C 0.1993 3.2811 -1.6915  -0.347
N 0.5839 2.0122 -1.8354  0.088
C 0.5069 -1.2977 2.4901  0.467
C 0.2967 -1.6938 3.8098  -0.393
C -0.2782 -0.8075 4.7023  -0.366
C -0.6319 0.4607 4.2636  -0.725
C -0.3876 0.7826 2.9391  -0.609
N 0.1671 -0.0732 2.0796  0.126
H 2.1579 -4.3729 0.2812  0.453
H 3.0416 -5.6135 -1.6713  0.327
H 3.1305 -4.4941 -3.8930  0.331
H 2.3235 -2.1684 -4.1183  0.447
H 0.9264 1.9050 -5.1461  0.419
H 0.1917 4.3049 -4.9017  0.370
H -0.2788 5.1642 -2.5933  0.401
H -0.0144 3.6016 -0.6789  0.647
H 0.5883 -2.6978 4.0813  0.427
H -0.4548 -1.1020 5.7313  0.367
H -1.0973 1.1892 4.9141  0.492
H -0.6640 1.7536 2.5438  0.737
C -5.5210 3.0420 -0.9359  -1.167
C -5.0525 4.1799 -0.0407  0.505
C -4.0324 5.0700 -0.7369  -1.404
O -4.6261 3.6589 1.2254  -0.361
P -3.0891 3.2563 1.6406  0.739
S -2.0651 4.8376 2.2220  -0.600
S -2.2853 2.0721 0.2771  -0.353
O -3.4520 2.4795 3.0155  -0.520
C -4.4092 1.4413 3.2476  0.707
C -4.5498 0.4266 2.1260  -1.231
C -5.7464 2.0618 3.6293  -1.360
H -5.9631 3.4428 -1.8525  0.475
H -6.2735 2.4404 -0.4212  0.265
H -4.6755 2.4039 -1.1914  0.162
H -5.9179 4.7987 0.2195  0.193
H -3.1711 4.4859 -1.0632  0.228
H -3.6825 5.8560 -0.0693  0.341
H -4.5090 5.5200 -1.6124  0.483
H -4.0063 0.9207 4.1217  0.300
H -4.9684 0.8809 1.2274  0.147
H -5.2208 -0.3679 2.4659  0.478
H -3.5856 -0.0049 1.8641  0.255
H -6.1863 2.5648 2.7686  0.160
H -5.6030 2.7961 4.4234  0.324
H -6.4318 1.2865 3.9831  0.452

Atoms 1-2, force components in eV/Å:
Ag 0.0640 0.1043 -0.0831
O -0.0133 0.0220 0.0205

> What is the LUMO in the third record?

-14.368 eV